This record from the OMol25 dataset describes a molecular structure, C17H55N16O11Zn. The level of theory is the ωB97M-V functional and the def2-TZVPD basis.

Geometry as XYZ:
```
100
Properties=species:S:1:pos:R:3
Zn -0.997 0.437 0.343
C -3.867 0.692 -2.551
C -3.897 1.128 -1.090
C -4.971 0.471 -0.220
O -2.594 1.278 -0.568
H -4.782 1.019 -3.045
H -3.877 -0.396 -2.611
H -3.116 1.164 -3.184
H -4.378 2.101 -1.187
H -4.694 -0.547 0.052
H -5.880 0.269 -0.788
H -5.253 1.018 0.679
C 1.320 -0.852 2.041
O 0.292 -0.418 1.541
N 1.401 -1.491 3.147
N 2.488 -0.468 1.791
H 2.339 -1.545 3.518
H 0.711 -1.543 3.883
H 2.622 0.171 1.020
H 3.285 -0.799 2.316
C -2.870 -0.382 2.812
O -2.183 0.136 1.950
N -2.413 -1.233 3.695
N -4.101 -0.076 2.980
H -3.077 -1.878 4.100
H -1.436 -1.451 3.828
H -4.557 0.501 2.288
H -4.568 -0.170 3.871
C -0.557 3.134 1.880
O -0.313 2.149 1.262
N -0.010 4.287 1.669
N -1.295 3.132 2.958
H -0.183 5.006 2.357
H 0.638 4.475 0.917
H -1.349 3.841 3.675
H -1.504 2.192 3.262
C -2.336 5.356 -0.908
O -2.133 6.513 -0.813
N -2.843 4.696 0.064
N -2.299 4.595 -2.010
H -3.060 5.044 0.987
H -2.860 3.706 -0.133
H -2.706 3.672 -2.063
H -1.568 4.797 -2.676
C 0.718 -1.282 -4.854
O 0.984 -1.658 -3.692
N -0.056 -1.859 -5.720
N 1.056 -0.165 -5.373
H -0.663 -2.619 -5.451
H -0.047 -1.407 -6.623
H 1.703 0.532 -5.032
H 0.604 -0.083 -6.272
C 4.110 -1.061 -1.408
O 3.993 0.105 -1.072
N 5.141 -1.643 -0.994
N 3.253 -1.869 -1.963
H 5.418 -2.592 -1.203
H 5.868 -1.039 -0.637
H 2.383 -1.608 -2.405
H 3.732 -2.735 -2.164
C -1.386 -2.530 -0.867
O -1.381 -1.352 -0.428
N -2.460 -3.229 -0.697
N -0.496 -3.096 -1.672
H -2.523 -4.216 -0.901
H -3.163 -2.786 -0.123
H 0.233 -2.449 -1.934
H -0.469 -4.102 -1.760
C 0.775 1.326 -2.036
O 0.454 0.753 -1.034
N -0.095 1.923 -2.768
N 1.997 1.220 -2.433
H 0.299 2.621 -3.383
H -1.087 1.774 -2.651
H 2.527 0.596 -1.841
H 2.379 1.557 -3.305
C 3.675 2.671 1.620
C 5.050 2.856 1.014
C 5.901 3.003 2.273
O 5.466 1.638 0.514
H 3.732 1.855 2.341
H 2.983 2.243 0.896
H 3.309 3.603 2.051
H 5.146 3.566 0.193
H 5.622 3.790 2.974
H 6.909 3.017 1.858
H 6.001 2.053 2.798
H 4.897 1.397 -0.220
C -0.577 -3.973 2.501
C -0.582 -5.522 2.421
C -1.500 -6.023 1.286
O 0.694 -5.946 2.072
H -0.094 -3.506 1.643
H 0.029 -3.594 3.324
H -1.616 -3.644 2.523
H -0.901 -5.953 3.370
H -2.435 -5.480 1.417
H -1.528 -7.106 1.409
H -1.286 -5.711 0.263
H 0.734 -5.994 1.114
```

## Properties
**Frontier orbital gap**: 7.6148 eV
**F_max**: 0.156 Eh/bohr
**Total charge**: +1